A structure of composition C36H50BN6OPtS at a distorted geometry, computed with ωB97M-V/def2-TZVPD.

As for the expectation value of S²: 6.05. The total charge is +3. The LUMO energy (alpha / beta) comes out at -8.244 / -12.828 eV. The calculation puts the highest occupied orbital energy (alpha / beta) at -16.4230 / -16.4009 eV. Its spin multiplicity is 5. The HOMO-LUMO gap (alpha / beta) comes out at 8.18 / 3.57 eV.

Structure (XYZ):
```
96
Properties=species:S:1:pos:R:3:forces:R:3:mulliken_spin:R:1
Pt 0.4837 -0.6457 -0.8000 -1.108 0.004 0.531 1.3573
S 1.0910 1.5364 1.2670 0.265 0.661 0.115 0.0507
O 1.8651 0.7037 0.2596 -0.008 -0.267 -0.210 0.0267
N -2.2159 -1.7923 -1.0733 -1.580 -0.512 -0.059 -0.0917
N -1.1545 0.8078 -1.3514 1.122 -0.451 -0.153 0.2322
N -2.2114 0.6673 -0.5371 -0.876 0.199 0.183 -0.0651
N -1.7099 -0.9994 1.2512 -0.626 -0.092 0.323 -0.0623
N -0.4583 -1.4767 1.1080 0.771 0.169 -0.893 0.2303
N -0.9717 -1.9443 -1.5679 0.610 -0.310 -0.528 0.5691
C -4.4646 -2.8416 -1.3792 0.024 -0.186 -0.181 -0.0231
C -0.2534 2.4622 -2.9865 0.030 0.192 -0.410 -0.0412
C 2.1003 -2.7503 1.2355 -0.133 0.086 0.154 0.0640
C 2.1008 -2.0731 3.6634 -0.115 0.067 -0.292 0.0203
C 0.7328 5.5300 0.8542 -0.367 -0.401 0.292 0.0260
C 4.1983 1.2362 3.8679 0.110 -0.175 -1.367 0.0741
C -3.3645 -0.5905 3.0927 -0.291 0.096 -0.085 -0.0006
C -1.1835 2.6029 -4.2192 0.265 -0.028 0.205 0.0027
C -2.2533 -3.4489 -2.5543 1.900 -0.480 -0.950 0.3528
C 0.8033 1.3956 -3.2919 -0.170 0.155 0.099 0.0771
C 2.9227 4.9541 0.0226 0.216 -0.471 0.016 -0.0069
C 2.2281 1.8800 5.1103 -1.354 0.267 -0.611 0.0855
C 0.5382 -4.8642 -2.9291 -0.071 0.302 0.275 -0.0020
C 1.2606 -2.6397 2.5103 0.162 -0.408 0.210 -0.0449
C 1.4879 1.8956 3.9410 -0.035 0.265 1.467 0.0204
C 0.4837 4.1977 1.1390 -0.328 0.548 0.100 0.0032
C -2.0593 -1.0254 2.5540 0.748 -0.402 0.255 0.0067
C 0.2772 -3.3697 -3.2022 0.391 -0.413 -0.529 0.0096
C -1.1391 2.0453 -1.8562 -0.537 0.139 0.498 0.0406
C 3.5864 1.5788 5.0684 0.309 0.059 0.416 0.2009
C 0.0137 -1.8438 2.2991 -0.671 0.361 0.482 0.0333
C 0.0344 -3.2019 -4.7165 -0.046 0.260 0.313 -0.0018
C 0.7822 -4.0574 2.9182 0.227 0.249 -0.123 0.0021
C 1.5076 -2.5536 -2.7906 -0.206 -0.111 -0.073 0.0559
C 1.9628 5.9080 0.3302 0.111 0.171 0.011 0.0990
C 0.4051 3.8248 -2.7268 -0.008 -0.278 0.127 0.0109
C 2.6864 3.6177 0.3004 0.753 0.267 -0.205 0.0698
C -0.9809 -1.5538 3.2569 0.134 0.239 -0.588 0.0132
C 3.4674 1.2416 2.6922 1.563 -0.229 0.447 0.0456
C -3.0297 -2.7007 -1.6584 -0.593 1.665 1.643 0.2637
C 2.1186 1.5655 2.7464 -0.850 0.182 -1.120 0.2408
C -2.8948 1.8328 -0.4783 0.597 0.304 -0.626 0.0066
C -2.2315 2.7390 -1.3030 0.267 -0.562 0.201 0.0174
C 1.4687 3.2633 0.8582 -0.443 -0.895 0.547 0.1120
C -0.9537 -2.9413 -2.4633 -0.207 -0.584 -0.457 -0.0375
C -4.1312 2.0515 0.2978 -0.253 -0.141 0.210 -0.0008
B -2.5762 -0.7318 0.0019 0.722 0.842 0.559 0.0075
H 1.3158 1.0623 -2.3722 0.109 0.109 -0.161 -0.0212
H -0.4637 3.8932 1.5583 -0.120 -0.024 0.019 -0.0036
H 0.7103 -5.0276 -1.8668 0.069 -0.138 0.100 0.0001
H 0.2389 -4.0361 3.8591 -0.050 0.020 0.072 -0.0002
H 2.8008 -2.8275 4.0144 0.109 -0.007 0.002 -0.0014
H -0.1590 -2.1571 -4.9521 0.000 0.102 -0.158 0.0000
H -3.4449 -0.8758 4.1381 -0.030 0.005 -0.002 0.0001
H 2.2430 -1.7702 0.7575 0.129 -0.097 0.072 -0.0152
H 0.7057 4.2746 -3.6699 0.091 0.022 -0.043 -0.0009
H -4.8869 -3.6395 -1.9833 -0.017 -0.022 -0.005 -0.0070
H 1.6468 -4.7050 3.0403 0.064 -0.116 -0.008 -0.0006
H 2.6694 -1.2082 3.3234 0.080 0.099 0.027 0.0020
H -0.5868 2.8493 -5.0945 0.033 0.003 -0.102 -0.0004
H -0.3019 -5.4789 -3.2395 -0.105 -0.081 -0.056 0.0009
H 0.3373 0.5435 -3.7844 0.038 -0.159 0.013 -0.0060
H -1.7148 1.6731 -4.4075 -0.090 -0.089 -0.049 0.0002
H -4.5804 3.0009 0.0180 -0.022 -0.020 0.011 0.0001
H 3.0834 -3.1509 1.4785 0.047 -0.021 -0.069 -0.0031
H 0.9116 -3.5321 -5.2682 0.042 0.003 -0.014 -0.0007
H -0.8137 -3.7924 -5.0513 -0.101 -0.090 -0.045 0.0008
H 3.9293 0.9767 1.7529 0.031 -0.031 -0.094 -0.0087
H -1.9120 3.3964 -4.0703 -0.048 0.048 0.015 -0.0004
H 1.5583 1.8009 -3.9637 0.068 -0.047 -0.008 -0.0016
H 0.4370 2.1377 3.9589 -0.159 0.025 0.026 -0.0022
H -2.5952 -4.2474 -3.1816 -0.126 -0.195 -0.140 -0.0122
H 1.2918 3.7064 -2.1057 0.083 0.062 0.101 0.0003
H -0.2776 4.5091 -2.2300 -0.086 0.103 0.007 0.0004
H 1.6254 -3.4339 0.5330 -0.010 0.002 -0.140 -0.0036
H 3.8665 5.2473 -0.4094 0.081 0.045 -0.051 0.0004
H 0.1344 -4.4752 2.1512 -0.077 -0.088 -0.058 0.0002
H 1.3733 -1.4911 -3.0341 0.117 -0.061 -0.009 -0.0219
H -3.7168 -0.7915 0.2649 -0.413 -0.083 0.051 -0.0009
H 3.4282 2.8669 0.0719 0.072 -0.056 -0.041 0.0004
H -4.8498 1.2563 0.1151 -0.142 -0.006 -0.013 0.0007
H 1.4152 -5.1920 -3.4825 0.041 0.004 -0.014 -0.0005
H 2.1810 6.9560 0.1887 -0.008 0.077 -0.137 -0.0001
H 5.2456 0.9826 3.8451 0.131 -0.041 0.009 0.0016
H 2.3750 -2.8994 -3.3507 0.019 -0.003 -0.001 0.0010
H -4.9985 -1.9162 -1.5989 0.008 0.138 0.019 0.0323
H -3.9360 2.0670 1.3702 0.014 0.039 0.028 0.0013
H 1.7487 2.1131 6.0456 -0.047 0.036 0.179 0.0019
H 1.7362 -2.6950 -1.7258 0.084 0.025 -0.065 -0.0143
H -4.1850 -1.0442 2.5425 -0.126 -0.049 0.025 0.0006
H -0.9347 -1.7263 4.3130 -0.048 -0.118 0.210 0.0002
H -4.6391 -3.0657 -0.3262 0.037 0.034 0.121 0.0324
H -2.5203 3.7523 -1.4908 -0.141 0.215 -0.122 -0.0003
H -0.0251 6.2687 1.0606 -0.065 0.100 0.005 0.0002
H 4.1700 1.6360 5.9751 0.084 -0.055 0.101 -0.0050
H -3.4863 0.4899 3.0193 0.003 0.040 0.035 0.0012
H 1.4802 -1.7727 4.5027 -0.079 -0.007 0.132 0.0023
```
Forces are in eV/Å.